[1]
Molecular formula: C5H6O2
Method: DFT, ωB97M-V with the def2-TZVPD basis set

SMILES = C[C@@H]1C=CC(=O)O1
2S+1 = 1
F_max = 3.46 eV/Å
HOMO = -9.383 eV

XYZ file:
```
13
Properties=species:S:1:pos:R:3:forces:R:3
O -0.657 -0.754 0.633 -3.149 -1.329 -0.521
O -2.137 0.853 1.095 0.100 0.010 -0.640
C -1.077 0.611 -1.119 0.240 -0.082 -0.377
C -1.404 0.330 0.294 -0.358 -0.570 0.425
C 1.181 0.027 1.155 1.355 -0.281 -1.554
C 0.001 -0.113 -1.467 0.070 0.738 0.562
C 0.482 -0.822 -0.232 0.137 0.885 2.612
H 0.427 -0.185 -2.469 0.105 0.100 0.529
H 0.674 0.037 2.169 0.059 -0.687 -1.710
H 2.120 -0.472 1.259 1.136 0.517 0.212
H -1.675 1.282 -1.718 0.104 -0.112 -0.036
H 1.190 1.054 0.804 0.628 0.100 0.036
H 0.875 -1.848 -0.404 -0.428 0.710 0.461
```
Forces are in eV/Å.


[2]
Molecular formula: C5H6O2
Method: DFT, ωB97M-V with the def2-TZVPD basis set

<S²> = 2.02
2S+1 = 3
F_max = 6.65 eV/Å
HOMO (spin up / spin down) = -6.656 / -9.266 eV

XYZ file:
```
13
Properties=species:S:1:pos:R:3:forces:R:3
O -2.129 -1.777 0.045 -2.738 -5.263 0.895
O -3.130 1.011 -0.017 0.757 0.549 -0.011
C -0.819 1.653 -0.236 1.691 -2.081 1.350
C 0.090 -0.707 0.110 1.282 -0.228 -3.378
C 0.459 0.822 0.115 0.719 1.193 -1.589
C -1.394 -0.759 -0.076 2.902 5.813 1.438
C -1.918 0.778 -0.084 -1.600 -4.866 -0.653
H -1.809 -2.691 0.414 -0.178 2.992 -0.962
H 0.482 -1.304 -0.892 -0.274 1.505 2.163
H 0.719 -1.088 0.922 -0.996 -0.811 0.237
H 1.332 1.094 -0.612 -1.480 -0.573 1.307
H -1.028 2.623 0.096 0.314 1.625 -0.036
H 0.830 1.067 1.141 -0.399 0.145 -0.762
```
Forces are in eV/Å.


[3]
Molecular formula: C5H6O2S
Method: DFT, ωB97M-V with the def2-TZVPD basis set

2S+1 = 1
F_max = 0.99 eV/Å
HOMO = -9.439 eV

XYZ file:
```
14
Properties=species:S:1:pos:R:3:forces:R:3
S 2.437 -0.171 -0.109 -0.165 -0.278 0.042
O 0.194 2.291 -0.618 -0.187 -0.749 0.136
O -1.501 -0.670 -0.658 0.027 0.208 0.254
C -0.145 -1.072 -0.946 0.071 0.006 -0.755
C -1.310 0.408 0.276 0.038 -0.302 -0.180
C -0.236 -0.151 1.232 -0.110 -0.230 -0.686
C -0.116 1.170 -0.331 -0.008 0.766 -0.021
C 0.653 -0.125 -0.051 0.283 0.119 -0.183
H -0.434 -1.121 1.652 -0.147 -0.443 0.101
H -2.257 0.815 0.587 -0.145 0.224 0.028
H 0.056 -0.942 -2.025 0.044 0.055 0.478
H 2.564 1.145 -0.285 0.015 0.241 -0.025
H 0.096 0.538 1.968 0.287 0.672 0.672
H 0.000 -2.115 -0.693 -0.004 -0.290 0.140
```
Forces are in eV/Å.


[4]
Molecular formula: C5H6O2S
Method: DFT, ωB97M-V with the def2-TZVPD basis set

SMILES = O=C1COC[C@@H]2S[C@@H]12
2S+1 = 1
F_max = 1.72 eV/Å
HOMO = -9.191 eV

XYZ file:
```
14
Properties=species:S:1:pos:R:3:forces:R:3
S -1.051 -2.233 1.190 0.277 0.535 -0.684
O -1.496 -0.286 -2.092 0.276 -0.103 -0.189
O 0.479 1.422 0.207 -0.184 -0.284 0.108
C 0.446 0.907 -1.143 1.039 -1.308 0.418
C -0.571 -0.318 -1.338 -0.732 0.291 0.525
C -0.628 -0.479 0.976 -0.516 0.529 0.687
C -0.267 -1.314 -0.188 0.387 0.743 -0.927
C 0.454 0.504 1.343 0.523 -0.755 -0.797
H 0.783 -1.586 -0.268 0.028 0.127 0.364
H -1.574 0.060 0.847 0.269 -0.104 -0.136
H 1.399 -0.051 1.498 -0.114 0.434 -0.261
H 1.462 0.515 -1.396 -0.469 0.040 0.176
H 0.300 1.744 -1.846 -0.590 -0.417 0.556
H 0.266 1.115 2.209 -0.194 0.271 0.159
```
Forces are in eV/Å.


[5]
Molecular formula: C5H6O2S
Method: DFT, ωB97M-V with the def2-TZVPD basis set

SMILES = O=C[C@@]12C[C@@H]1OCS2
2S+1 = 1
F_max = 1.35 eV/Å
HOMO = -9.213 eV

XYZ file:
```
14
Properties=species:S:1:pos:R:3:forces:R:3
S 1.334 0.481 0.887 -0.260 -0.143 -0.066
O -1.022 -0.908 0.866 -0.167 0.052 -0.186
O -1.465 1.166 -1.645 -0.407 -0.114 -0.420
C -0.531 1.220 -0.897 0.231 -0.010 0.356
C -0.117 -1.217 -0.145 0.706 -0.596 0.202
C -0.178 -0.277 1.825 -0.468 1.249 0.173
C 0.470 0.137 -0.631 0.286 0.120 0.135
C 0.110 -1.053 -1.576 -0.380 -0.048 -0.481
H 0.686 -1.880 0.266 -0.714 0.544 -0.363
H 0.859 -1.734 -1.974 -0.148 0.192 0.030
H -0.324 2.132 -0.328 0.101 0.304 0.139
H -0.748 0.498 2.382 0.258 -0.441 -0.591
H -0.642 -0.661 -2.285 0.466 -0.367 0.526
H 0.195 -0.986 2.524 0.497 -0.742 0.546
```
Forces are in eV/Å.


[6]
Molecular formula: C5H6O3
Method: DFT, ωB97M-V with the def2-TZVPD basis set

SMILES = C=C1O[C@@H]2CO[C@H]1O2
2S+1 = 1
F_max = 3.35 eV/Å
HOMO = -9.194 eV

XYZ file:
```
14
Properties=species:S:1:pos:R:3:forces:R:3
O 0.638 -0.156 1.346 0.537 2.541 -0.983
O 0.668 -1.166 -0.661 0.002 -0.451 0.475
O -0.266 1.321 -0.325 -1.259 -2.203 2.076
C 1.552 -0.046 -0.772 -0.640 0.581 -0.831
C -1.132 0.180 -0.069 0.290 0.581 -0.190
C 1.011 0.907 0.371 -1.266 -0.506 -1.200
C -0.163 -0.885 0.449 -0.118 0.757 -0.215
C -2.435 -0.053 -0.252 -2.662 -1.693 1.130
H -3.444 0.545 -0.477 3.093 -0.884 0.155
H -0.530 -1.782 0.971 -0.059 0.388 -0.640
H -2.735 -1.183 0.114 0.828 2.975 -1.042
H 1.401 1.930 0.754 -0.021 -2.496 -0.375
H 1.472 0.326 -1.804 -0.555 0.662 0.528
H 2.516 -0.453 -0.799 1.832 -0.251 1.112
```
Forces are in eV/Å.


[7]
Molecular formula: C5H6O3
Method: DFT, ωB97M-V with the def2-TZVPD basis set

SMILES = C#CC1(O)[C@@H](O)[C@@H]1O
2S+1 = 1
F_max = 12.63 eV/Å
HOMO = -8.507 eV

XYZ file:
```
14
Properties=species:S:1:pos:R:3:forces:R:3
O 0.544 -1.375 -1.233 -0.386 -0.305 -0.274
O -0.294 2.164 -0.558 3.917 -1.290 3.775
O 1.977 -0.323 0.865 -0.346 -1.657 5.815
C -1.446 -0.834 -0.010 -11.124 3.179 5.076
C 0.557 0.066 0.844 1.823 0.721 1.086
C -0.180 -0.491 -0.463 0.973 0.315 2.388
C 0.432 0.911 -0.329 -2.289 -1.033 -3.426
C -2.590 -0.445 0.647 7.176 -2.857 -4.372
H 0.039 0.327 1.848 0.808 -0.961 -2.012
H 1.199 0.501 -1.016 0.669 2.663 -0.018
H 2.200 -0.713 1.932 -1.022 1.555 -4.983
H 1.429 -1.332 -0.863 0.535 -0.478 0.086
H 0.273 2.542 0.236 -2.285 0.544 -2.348
H -3.587 -0.300 1.134 1.550 -0.396 -0.792
```
Forces are in eV/Å.


[8]
Molecular formula: C5H6O3Sr
Method: DFT, ωB97M-V with the def2-TZVPD basis set

<S²> = 0.75
2S+1 = 2
F_max = 1.71 eV/Å
HOMO (spin up / spin down) = -9.208 / -13.167 eV
charge = +1

XYZ file:
```
15
Properties=species:S:1:pos:R:3:forces:R:3
Sr -1.061 2.986 4.265 0.036 -0.309 -0.684
O -0.871 1.873 1.883 0.176 0.158 0.636
O 0.945 0.666 1.409 0.576 -0.065 0.452
O -0.618 0.909 -0.100 -0.081 -0.095 -0.418
C 1.385 -0.181 0.329 0.327 -0.190 -0.133
C -1.243 -1.621 -1.146 -0.576 1.054 -1.218
C 0.428 0.186 -0.817 0.334 -0.142 0.237
C -0.216 1.188 1.111 -0.596 0.427 0.151
C -0.144 -0.982 -1.551 -0.130 -0.410 0.079
H -1.807 -2.146 -1.932 0.513 -0.627 0.904
H -1.789 -1.312 -0.251 0.159 -0.170 -0.268
H 1.284 -1.223 0.653 -0.007 0.277 -0.118
H 2.430 0.051 0.106 -0.223 -0.060 0.114
H 0.883 0.905 -1.510 -0.143 -0.184 0.140
H 0.394 -1.300 -2.449 -0.364 0.336 0.125
```
Forces are in eV/Å.


[9]
Molecular formula: C5H6O4Sr
Method: DFT, ωB97M-V with the def2-TZVPD basis set

2S+1 = 1
F_max = 7.55 eV/Å
HOMO = -20.262 eV
charge = +2

XYZ file:
```
16
Properties=species:S:1:pos:R:3:forces:R:3
Sr -0.093 -0.077 0.712 -0.709 -0.657 -1.396
O 2.751 -1.587 -1.129 -5.325 3.092 1.654
O -2.745 -1.584 -1.132 2.955 1.710 0.836
O 0.004 3.173 -1.125 -0.001 -6.050 1.625
O 1.143 0.640 2.343 0.012 -2.437 1.162
C 0.611 0.062 4.601 -0.638 -0.703 0.323
C -0.001 2.053 -0.791 0.030 7.026 -2.179
C 0.104 -0.152 3.208 1.441 1.816 0.470
C 1.778 -1.029 -0.796 6.251 -3.583 -2.264
C -1.798 -1.035 -0.806 -4.658 -2.663 -2.210
H 0.628 1.115 4.864 -0.061 0.066 -0.041
H -0.901 0.302 3.022 0.451 -0.245 0.379
H -0.074 -0.457 5.262 -0.015 -0.028 0.445
H 1.604 -0.367 4.715 -0.008 0.006 -0.057
H 0.128 -1.210 2.875 0.298 0.396 0.274
H 0.956 1.551 2.389 -0.023 2.253 0.979
```
Forces are in eV/Å.


[10]
Molecular formula: C5H6OS
Method: DFT, ωB97M-V with the def2-TZVPD basis set

2S+1 = 1
F_max = 6.63 eV/Å
HOMO = -8.751 eV

XYZ file:
```
13
Properties=species:S:1:pos:R:3:forces:R:3
S 2.787 -0.297 -0.356 -0.945 1.609 0.897
O -1.587 -1.009 0.396 -1.916 1.607 -0.966
C -2.918 0.891 -0.534 -0.785 0.073 -0.613
C 0.263 0.687 0.284 0.752 4.760 4.548
C -0.359 -0.468 0.136 -0.426 -1.421 0.171
C -2.813 -0.348 -0.018 -2.049 -0.554 0.854
C 1.776 0.788 0.414 1.460 -0.757 0.367
H -3.940 -0.985 0.202 4.338 1.559 -0.487
H 2.317 1.594 1.248 -2.112 -2.191 -2.602
H -0.134 1.587 1.038 0.095 -2.293 -2.640
H 0.277 -1.271 -0.117 0.729 -0.934 -0.523
H -1.792 1.547 -0.762 -4.263 -1.713 0.499
H -4.314 1.058 -0.784 5.122 0.254 0.494
```
Forces are in eV/Å.


[11]
Molecular formula: C5H6OS2
Method: DFT, ωB97M-V with the def2-TZVPD basis set

2S+1 = 1
F_max = 5.79 eV/Å
HOMO = -8.636 eV

XYZ file:
```
14
Properties=species:S:1:pos:R:3:forces:R:3
S 1.722 -1.063 -0.110 3.344 -1.130 3.116
S -2.257 -0.456 -0.166 -2.694 -1.248 1.072
O -0.494 1.738 -0.197 -2.318 0.994 2.148
C 0.624 -0.291 -1.085 -4.771 1.675 -2.830
C 0.504 1.246 0.756 -1.576 -3.909 -1.782
C 0.329 -0.361 1.032 1.109 0.079 1.587
C -0.549 -0.901 -0.065 0.013 1.445 -1.397
C 0.619 1.241 -0.734 1.978 -2.268 1.541
H 0.253 -0.777 2.110 0.119 0.944 -1.829
H 1.301 1.990 -0.978 1.368 0.668 -1.831
H -2.872 -1.760 0.358 1.444 2.485 -1.160
H 1.029 1.848 1.445 0.138 0.898 0.380
H 0.489 -0.501 -2.169 0.437 -0.116 0.808
H -0.699 -1.954 -0.197 1.409 -0.518 0.178
```
Forces are in eV/Å.


[12]
Molecular formula: C5H6OSi
Method: DFT, ωB97M-V with the def2-TZVPD basis set

2S+1 = 1
F_max = 4.62 eV/Å
HOMO (spin up / spin down) = -8.439 / -6.734 eV

XYZ file:
```
13
Properties=species:S:1:pos:R:3:forces:R:3
Si -0.736 -0.813 0.887 0.510 -0.022 -2.851
O 0.814 0.930 -0.276 4.472 -1.126 0.280
C 1.210 2.260 -0.239 0.351 -0.802 2.203
C 1.440 -2.771 0.025 -1.206 1.135 0.284
C 0.487 -2.078 0.290 -0.918 0.665 0.223
C -2.842 0.367 -0.981 0.377 -0.700 0.525
C -2.082 -0.285 -0.300 0.779 -0.189 1.077
H -3.589 0.829 -1.561 -0.269 0.302 -0.354
H 1.792 2.596 0.707 -0.701 -0.568 -1.767
H -0.879 -1.066 2.245 -0.910 -0.289 1.693
H 1.715 0.424 -0.121 -2.888 0.825 -0.395
H 0.309 2.742 -0.435 -1.021 1.803 -0.498
H 2.361 -3.134 -0.242 1.424 -1.036 -0.421
```
Forces are in eV/Å.


[13]
Molecular formula: C5H6S
Method: DFT, ωB97M-V with the def2-TZVPD basis set

SMILES = CCc1cc1=S
2S+1 = 1
F_max = 2.98 eV/Å
HOMO = -7.963 eV

XYZ file:
```
12
Properties=species:S:1:pos:R:3:forces:R:3
S -4.632 -0.276 0.011 0.585 0.747 -0.237
C 0.841 0.172 0.055 -1.372 -1.275 1.055
C -1.655 -0.114 0.020 -0.334 1.764 -0.303
C -0.292 -0.902 -0.034 -2.743 1.002 -0.592
C -3.111 0.324 -0.061 1.490 -1.974 0.635
C -2.015 1.198 -0.031 0.264 -0.925 0.152
H -0.373 -1.725 0.680 0.549 0.351 0.365
H -0.472 -1.434 -0.992 0.902 0.403 0.103
H 0.539 0.988 -0.614 0.895 -0.349 -0.082
H -1.629 2.215 -0.001 -0.314 -0.179 -0.096
H 0.814 0.563 1.083 -0.085 0.067 -0.265
H 1.814 -0.302 -0.020 0.162 0.368 -0.736
```
Forces are in eV/Å.


[14]
Molecular formula: C5H6S2
Method: DFT, ωB97M-V with the def2-TZVPD basis set

SMILES = C1=CC2(CC2)SS1
2S+1 = 1
F_max = 3.98 eV/Å
HOMO = -7.700 eV

XYZ file:
```
13
Properties=species:S:1:pos:R:3:forces:R:3
S 2.742 -0.203 -0.275 0.162 -0.755 -0.095
S 1.560 1.359 0.364 -0.402 -0.268 0.242
C -0.974 0.812 -0.919 -0.098 -3.286 -0.381
C 0.075 0.382 0.151 -1.285 0.119 0.327
C -1.271 1.000 0.517 2.435 2.390 0.266
C 1.567 -1.482 0.149 0.403 0.796 0.001
C 0.337 -1.105 0.448 -1.383 0.935 -1.439
H -1.483 -0.151 -1.346 0.746 2.137 0.469
H -1.388 1.871 1.193 0.390 -0.050 -1.208
H -0.681 1.536 -1.647 0.014 0.530 -0.026
H -0.559 -1.794 0.475 1.272 0.782 0.332
H 1.904 -2.482 0.014 0.289 -0.599 0.129
H -1.829 0.257 0.875 -2.544 -2.730 1.381
```
Forces are in eV/Å.


[15]
Molecular formula: C5H6S3
Method: DFT, ωB97M-V with the def2-TZVPD basis set

SMILES = C#C[C@H](CS)SC=S
2S+1 = 1
F_max = 8.76 eV/Å
HOMO = -8.840 eV

XYZ file:
```
14
Properties=species:S:1:pos:R:3:forces:R:3
S -0.266 -1.318 1.274 0.218 -1.319 0.996
S 0.090 2.009 2.088 -0.271 -2.295 2.503
S 2.007 -3.348 0.143 -2.183 3.497 1.014
C -0.835 -0.211 -1.106 1.505 0.705 -8.605
C -0.638 -0.090 -2.365 1.416 0.879 2.403
C -0.007 1.313 0.489 -1.439 1.453 -0.737
C 1.048 -1.892 0.268 0.386 -3.014 -0.601
C -0.894 0.064 0.282 -1.491 1.774 -0.106
H -0.390 2.167 -0.073 -0.577 -0.305 -0.396
H 0.928 -1.312 -0.620 0.847 0.392 -0.786
H 0.089 0.665 2.666 0.247 2.289 -0.355
H -2.035 0.407 0.346 2.248 -1.204 1.232
H -0.053 0.276 -3.478 -2.506 -1.693 4.082
H 0.956 1.271 0.086 1.600 -1.161 -0.645
```
Forces are in eV/Å.


[16]
Molecular formula: C5H6S3
Method: DFT, ωB97M-V with the def2-TZVPD basis set

SMILES = S=C1SCC=CCS1
2S+1 = 1
F_max = 4.63 eV/Å
HOMO = -8.290 eV

XYZ file:
```
14
Properties=species:S:1:pos:R:3:forces:R:3
S 0.661 -1.737 0.370 1.614 -0.836 -0.991
S 3.447 -1.103 0.563 -0.388 0.907 -0.480
S 1.390 1.082 0.305 0.695 1.817 -1.152
C 0.330 0.918 -1.184 0.413 2.932 -0.469
C -0.553 -0.831 1.147 -3.306 1.304 2.125
C -1.495 0.011 0.256 2.132 3.313 -2.437
C 1.934 -0.508 0.281 1.312 -2.826 1.428
C -1.085 0.898 -0.743 -0.204 -2.229 2.127
H 0.604 1.696 -2.020 -0.618 -0.912 2.036
H -1.687 1.623 -1.250 -1.048 -0.260 -0.175
H -1.330 -1.559 1.351 0.276 -0.977 0.705
H 0.594 0.030 -1.660 0.440 -1.721 -0.568
H -0.259 -0.433 2.256 -0.645 -0.423 -2.916
H -2.552 -0.087 0.328 -0.672 -0.088 0.767
```
Forces are in eV/Å.


[17]
Molecular formula: C5H6S3
Method: DFT, ωB97M-V with the def2-TZVPD basis set

SMILES = S=C1SCC=CCS1
2S+1 = 1
F_max = 2.16 eV/Å
HOMO = -8.552 eV

XYZ file:
```
14
Properties=species:S:1:pos:R:3:forces:R:3
S -1.145 0.098 -2.493 -0.246 0.063 0.013
S 0.946 -0.875 -0.718 0.360 0.150 0.308
S -1.163 0.913 0.375 -0.022 -0.145 0.012
C 0.480 -0.181 2.511 -1.651 -0.590 0.476
C -0.512 0.047 -1.006 0.459 0.209 0.485
C 1.652 0.063 1.994 1.112 0.741 -1.695
C -0.868 -0.209 1.784 0.873 -0.407 0.201
C 1.988 0.036 0.492 0.130 -0.325 0.852
H 2.432 0.463 2.655 0.169 -0.974 -0.269
H -1.638 0.096 2.484 -0.093 0.059 0.147
H 0.469 -0.492 3.563 -0.387 0.864 -0.093
H 2.898 -0.570 0.359 -0.142 0.051 0.312
H 2.307 1.013 0.167 -0.318 0.480 -0.528
H -1.100 -1.225 1.486 -0.245 -0.177 -0.221
```
Forces are in eV/Å.


Calculated values (kJ/mol) of energy above the lowest of the compared OMol25 structures with the same formula, charge and spin for the records, taken in order: 250.9, 18.3, 161.5, 244.8, 367.1, 305.1, 708.8, 0.0, 145.7, 635.6, 409.2, 364.9, 214.2, 129.8, 512.8, 243.6, 128.9.